Molecular formula: C18H40P2PdSi
Method: DFT, the ωB97M-V functional and the def2-TZVPD basis

Geometry as ORCA input:
```
! RIJCOSX wB97M-V def2-TZVPD def2/J DEFGRID3
* xyz 0 3
Pd -1.376 0.239 0.139
P -0.072 2.646 1.060
P 0.492 -2.877 0.842
Si -0.403 1.362 3.267
C 0.366 1.277 -2.788
C -0.567 3.212 3.677
C 1.593 -0.855 -3.646
C -0.642 -1.600 -2.638
C 1.293 3.498 0.236
C -0.830 -3.859 0.174
C -1.489 -1.027 -3.742
C 0.339 -1.145 0.039
C -1.900 0.465 -3.531
C -0.978 1.234 -2.619
C 0.700 -1.586 -2.654
C -1.551 3.227 0.134
C 2.094 -3.447 0.228
C 1.190 0.611 -3.898
C -1.829 0.492 4.205
C 0.354 -2.806 2.655
C 1.136 0.775 4.230
C 0.715 0.292 0.119
H -2.158 3.714 0.907
H -0.543 -2.256 2.921
H -2.037 0.967 -4.514
H 2.121 1.171 -4.128
H 2.804 -2.633 0.201
H -1.453 2.069 -2.092
H -1.442 3.585 3.134
H -0.662 3.276 4.762
H 0.339 3.715 3.309
H -0.626 -1.236 -0.658
H 2.230 2.928 0.304
H -1.285 3.825 -0.748
H 0.597 -3.823 2.981
H 1.514 0.878 0.542
H -2.902 0.446 -3.082
H -2.041 1.022 5.148
H -2.739 0.470 3.599
H 1.260 -2.400 -2.122
H 2.036 0.885 3.614
H -0.941 -1.095 -4.699
H -2.433 -1.605 -3.872
H 0.607 0.655 -4.821
H 2.444 -4.131 0.985
H -1.774 -3.283 0.024
H 1.118 -2.127 2.978
H -1.082 -4.610 0.951
H -1.133 -2.371 -2.027
H 0.329 0.809 -0.855
H 0.981 2.010 -2.247
H 1.730 -1.404 -4.606
H 1.108 -0.273 4.566
H 1.456 4.431 0.798
H -2.090 2.307 -0.188
H -0.566 -4.433 -0.738
H 2.626 -0.844 -3.254
H 1.110 3.803 -0.813
H -1.618 -0.547 4.485
H 2.038 -3.957 -0.728
H 1.181 -1.463 -0.646
H 1.259 1.397 5.137
*
```

HOMO energy (alpha / beta) = -3.659 / -5.022 eV
ΔE to the lowest compared entry with this formula, charge and spin = 27.12 kcal per mole
Gap between HOMO and LUMO (alpha / beta) = 0.13681 / 0.18417 hartree
DFT total energy = -49237.0734 eV
⟨S²⟩ = 2.0279


Molecular formula: C18H40P2PtSi
Method: DFT, the ωB97M-V functional and the def2-TZVPD basis

Geometry as ORCA input:
```
! RIJCOSX wB97M-V def2-TZVPD def2/J DEFGRID3
* xyz 0 3
Pt 1.313 1.133 1.042
P 1.621 2.553 -0.424
P 0.281 -0.815 -1.666
Si 0.590 2.309 2.999
C 3.004 3.461 -1.224
C 1.585 -1.529 -2.811
C -0.461 -2.646 0.475
C -3.494 -3.822 -1.293
C 0.290 1.143 4.466
C -1.087 3.072 2.549
C 0.111 3.571 -0.439
C -2.268 -4.572 -0.739
C -2.577 -1.523 -0.697
C 0.346 0.915 -2.068
C 1.767 3.740 3.555
C -0.999 -1.007 -3.198
C -3.506 -2.339 -1.215
C -0.097 -3.424 -0.790
C 1.786 1.101 -1.674
C 2.350 -0.117 2.349
C -1.796 -1.772 0.576
C -1.000 -4.181 -1.420
H -4.456 -1.894 -1.527
H -0.420 1.356 -1.412
H -1.533 -0.783 1.031
H 2.634 4.256 -1.884
H 0.851 0.211 4.339
H 1.696 -0.913 -3.712
H -2.168 -4.439 0.348
H -1.267 3.111 1.474
H -1.873 2.458 3.001
H -3.603 -4.156 -2.337
H -0.548 -3.385 1.283
H -1.932 -0.457 -3.027
H -2.434 -5.639 -0.936
H 1.810 -0.987 2.762
H 1.856 3.775 4.655
H 2.480 1.295 -2.504
H 0.384 -1.995 0.775
H 3.650 2.828 -1.857
H 2.554 -1.572 -2.306
H 0.218 4.292 0.369
H 3.636 3.896 -0.447
H 2.779 0.487 3.154
H -0.831 3.050 -0.261
H -0.778 0.919 4.505
H -1.151 4.094 2.941
H 2.248 0.263 -1.060
H -2.493 -2.273 1.286
H -2.479 -0.513 -1.183
H 0.124 1.180 -3.118
H 0.988 -3.463 -0.983
H -4.378 -4.167 -0.733
H 0.566 1.623 5.412
H 0.007 4.137 -1.361
H -0.498 -0.580 -4.096
H -0.834 -4.565 -2.427
H 3.178 -0.467 1.715
H -1.266 -2.051 -3.429
H 1.353 4.715 3.233
H 2.784 3.645 3.145
H 1.386 -2.546 -3.182
*
```

HOMO energy (alpha / beta) = -4.864 / -8.164 eV
ΔE to the lowest compared entry with this formula, charge and spin = 0.00 kcal per mole
Gap between HOMO and LUMO (alpha / beta) = 0.19754 / 0.26590 hartree
DFT total energy = -49009.3769 eV
⟨S²⟩ = 2.0081


Molecular formula: C18H41MnN2P3S2
Method: DFT, the ωB97M-V functional and the def2-TZVPD basis

Geometry as ORCA input:
```
! RIJCOSX wB97M-V def2-TZVPD def2/J DEFGRID3
* xyz 3 5
Mn -0.043 0.714 0.311
S -0.020 2.858 1.046
S -1.763 -0.024 -0.693
P 1.091 1.179 -1.679
P 2.071 1.671 1.679
P -0.870 -0.200 2.338
N -0.821 5.054 2.187
N 1.440 5.062 2.567
C -4.706 -5.589 -4.935
C 3.333 0.297 1.757
C -0.653 -2.563 -0.914
C -1.609 -1.636 -1.374
C 2.489 0.032 -1.980
C 1.778 2.794 -2.213
C 0.321 -1.396 3.051
C 1.871 2.112 3.443
C -2.468 -1.971 -2.447
C 0.010 0.829 -3.124
C -2.317 -3.195 -3.089
C -1.338 -4.097 -2.655
C 3.066 3.025 0.954
C -3.645 -6.359 -4.647
C -2.374 -1.230 2.090
C 0.359 4.438 2.028
C -1.404 0.711 3.837
C -0.511 -3.779 -1.574
H 2.838 2.530 3.757
H 1.937 3.485 -1.382
H -0.959 1.329 -3.004
H 1.567 1.252 4.051
H -4.770 -5.032 -5.872
H -0.994 5.994 2.596
H 2.651 -0.034 -3.063
H 1.092 -0.868 3.626
H 0.788 -1.973 2.243
H -1.556 4.453 1.801
H -3.611 -6.967 -3.741
H 2.897 -0.586 2.264
H 1.329 6.021 2.934
H 0.003 -2.300 -0.080
H -0.714 1.514 4.112
H 0.504 1.213 -4.023
H -2.671 -1.655 3.057
H -2.401 1.136 3.668
H 4.166 0.718 2.349
H 3.396 0.405 -1.486
H 0.966 -0.521 0.414
H 1.076 3.256 -2.918
H 3.584 2.710 0.041
H -2.966 -3.451 -3.926
H 3.674 0.031 0.736
H 2.337 4.591 2.675
H 2.228 -0.959 -1.587
H 1.129 2.889 3.651
H -3.221 -1.244 -2.755
H 2.730 2.621 -2.731
H 0.253 -4.476 -1.231
H -5.574 -5.540 -4.273
H 2.488 3.921 0.699
H -2.809 -6.459 -5.342
H -0.240 -2.068 3.710
H -3.189 -0.614 1.686
H -2.181 -2.035 1.371
H 3.799 3.303 1.723
H -1.467 -0.019 4.658
H -1.231 -5.059 -3.156
H -0.161 -0.249 -3.220
*
```

HOMO energy (alpha / beta) = -15.401 / -15.385 eV
ΔE to the lowest compared entry with this formula, charge and spin = 13.59 kcal per mole
Gap between HOMO and LUMO (alpha / beta) = 0.18849 / 0.13060 hartree
DFT total energy = -103139.3815 eV
⟨S²⟩ = 6.4513


Molecular formula: C18H41N2O6
Method: DFT, the ωB97M-V functional and the def2-TZVPD basis

Geometry as ORCA input:
```
! RIJCOSX wB97M-V def2-TZVPD def2/J DEFGRID3
* xyz 1 1
O 0.434 -0.096 -0.422
O 2.035 -1.262 0.669
O 0.056 -4.711 1.124
O 4.853 -4.035 -4.116
O -3.859 2.958 -0.019
O 1.649 3.801 1.578
N -2.522 -2.616 0.249
N -2.031 -0.552 0.377
C 1.214 -6.398 2.412
C 0.036 0.798 0.617
C -2.897 -2.059 -0.915
C 1.300 4.990 0.862
C -0.108 5.432 1.234
C 2.641 -4.488 -3.258
C 3.655 -3.423 -3.657
C 2.318 6.085 1.133
C -2.588 -0.760 -0.846
C -2.015 -1.688 1.041
C 0.689 -4.975 2.390
C 3.948 -2.479 -2.500
C -1.498 0.725 0.870
C 1.045 -1.232 0.009
C -3.759 4.349 -0.367
C -3.271 4.497 -1.798
C 1.787 -3.957 2.648
C -5.099 5.033 -0.160
H 1.395 -2.941 2.629
H -3.023 4.773 0.316
H -2.580 -3.590 0.497
H -0.166 5.664 2.301
H 0.537 -2.155 -0.276
H 3.269 -2.854 -4.503
H 1.699 -4.037 -2.936
H 2.247 -4.132 3.620
H -2.025 1.492 0.333
H -0.407 6.319 0.674
H -4.512 2.559 -0.605
H -5.860 4.587 -0.805
H 3.040 -1.979 -2.160
H 0.544 0.592 1.544
H -1.620 -1.817 2.022
H 2.333 6.336 2.197
H 4.377 -3.027 -1.657
H -1.732 0.830 1.915
H 3.318 5.752 0.862
H 2.438 -5.156 -4.094
H -2.309 4.000 -1.932
H 2.087 6.990 0.570
H 2.562 -4.015 1.882
H -2.703 0.016 -1.564
H -3.327 -2.566 -1.748
H 3.034 -5.098 -2.439
H 5.225 -4.549 -3.391
H 1.966 -6.538 1.632
H -5.038 6.097 -0.387
H 0.728 -4.820 0.441
H -0.826 4.634 1.033
H -3.979 4.035 -2.492
H 0.260 1.797 0.295
H 1.637 4.012 2.518
H -5.435 4.917 0.870
H 0.411 -7.110 2.225
H 1.669 -6.633 3.374
H -3.159 5.546 -2.071
H 4.673 -1.722 -2.796
H 1.329 4.719 -0.195
H -0.093 -4.864 3.144
*
```

HOMO energy = -11.986 eV
Gap between HOMO and LUMO = 0.34201 hartree
DFT total energy = -34589.7291 eV


Molecular formula: C18H41N2OP3RuS
Method: DFT, the ωB97M-V functional and the def2-TZVPD basis

Geometry as ORCA input:
```
! RIJCOSX wB97M-V def2-TZVPD def2/J DEFGRID3
* xyz 4 5
Ru -0.471 -0.347 1.166
S -1.168 0.200 3.471
P -1.780 0.827 -0.350
P -1.876 -2.093 1.310
P 1.183 1.436 1.147
O 1.450 2.325 -5.251
N -1.093 -1.329 5.733
N -2.990 -0.103 5.291
C 2.906 0.848 -6.540
C -1.778 2.652 -0.480
C 1.794 1.654 -0.580
C 4.000 -0.017 -6.518
C 4.718 -0.227 -5.333
C -3.620 -2.068 1.884
C 2.783 1.150 2.011
C 3.258 1.303 -4.159
C 4.345 0.433 -4.158
C 2.532 1.499 -5.340
C 0.896 3.173 1.679
C -3.586 0.544 -0.351
C -1.309 0.333 -2.054
C 1.024 -1.461 2.307
C -1.772 -0.530 4.875
C -1.329 -3.581 2.239
C -2.045 -2.826 -0.366
C 1.181 -1.662 0.885
H -2.141 3.085 0.452
H -2.632 -2.200 -1.034
H -3.849 -0.506 -0.452
H -0.267 0.594 -2.247
H 2.332 1.029 -7.446
H 1.044 2.392 -6.131
H -4.180 -2.901 1.451
H -1.411 -0.747 -2.169
H 5.572 -0.906 -5.331
H 1.755 -0.868 2.855
H 4.896 0.280 -3.230
H -1.059 -2.943 -0.812
H -2.521 -3.809 -0.319
H -0.005 3.592 1.239
H -0.166 -1.688 5.524
H 2.001 -1.171 0.357
H -0.339 -3.898 1.923
H -4.056 1.086 -1.179
H -1.952 0.843 -2.782
H -2.014 -4.418 2.078
H 0.779 -2.570 0.429
H 2.065 0.672 -0.980
H -4.123 -1.148 1.609
H 0.641 -2.288 2.908
H -4.015 0.909 0.582
H 1.740 3.813 1.402
H -3.305 -0.156 6.252
H 3.506 1.940 1.784
H 2.625 1.134 3.090
H -0.791 3.060 -0.681
H -1.293 -3.379 3.309
H -3.684 -2.163 2.966
H 0.784 3.212 2.762
H 4.295 -0.533 -7.432
H -1.390 -1.418 6.708
H 2.939 1.844 -3.271
H -3.505 0.522 4.679
H -2.443 2.978 -1.288
H 1.022 2.088 -1.221
H 2.677 2.308 -0.586
H 3.217 0.196 1.716
*
```

HOMO energy (alpha / beta) = -20.127 / -20.181 eV
ΔE to the lowest compared entry with this formula, charge and spin = 0.00 kcal per mole
Gap between HOMO and LUMO (alpha / beta) = 0.31364 / 0.19839 hartree
DFT total energy = -65602.4611 eV
⟨S²⟩ = 6.0426


Molecular formula: C18H41N2OP3SV
Method: DFT, the ωB97M-V functional and the def2-TZVPD basis

Geometry as ORCA input:
```
! RIJCOSX wB97M-V def2-TZVPD def2/J DEFGRID3
* xyz 4 2
V -0.051 0.022 -0.931
S -1.838 -0.333 0.842
P 1.785 -0.493 -2.253
P -1.015 1.919 -1.490
P 1.546 1.070 0.616
O -1.392 -1.154 -3.221
N -0.321 -0.884 3.009
N -2.103 0.468 3.379
C -1.994 -1.574 -4.405
C -2.739 1.622 -2.056
C -1.398 -0.243 2.498
C 1.393 -0.865 -3.992
C -3.597 -1.410 -6.209
C -2.959 -2.468 -6.868
C -3.111 -0.943 -4.987
C -1.856 -3.124 -6.278
C 2.345 2.623 0.013
C 0.057 -3.010 0.353
C -0.270 2.903 -2.816
C 1.094 1.676 2.297
C -0.580 -2.952 -0.816
C 3.186 0.647 -2.594
C 2.971 0.008 1.072
C 2.645 -2.028 -1.754
C -1.424 -2.712 -4.993
C -1.294 3.145 -0.145
H 3.340 -2.319 -2.551
H -1.933 2.681 0.622
H -1.635 -2.636 -0.820
H -1.607 -0.179 -2.981
H -1.843 0.407 4.372
H 3.484 0.425 1.951
H 3.209 -1.878 -0.829
H 0.190 2.293 2.266
H 2.910 2.463 -0.908
H -0.511 -3.025 1.288
H -4.462 -0.930 -6.680
H 3.755 0.233 -3.435
H 1.220 0.096 -4.504
H -0.167 2.275 -3.711
H -0.396 -1.171 3.984
H 3.033 2.994 0.784
H -3.142 0.624 -1.834
H 1.168 -2.888 0.487
H -1.329 -3.920 -6.800
H 2.192 -1.429 -4.506
H -1.790 4.019 -0.594
H -2.992 0.928 3.155
H -3.306 2.331 -1.437
H 2.620 -0.997 1.330
H 1.900 -2.812 -1.589
H -3.593 -0.091 -4.489
H -0.610 -3.255 -4.503
H 0.464 -1.450 -4.014
H 3.849 0.745 -1.731
H -0.361 3.448 0.349
H 0.905 0.806 2.936
H 1.918 2.252 2.747
H -0.132 -3.083 -1.813
H 1.592 3.393 -0.183
H 0.728 3.258 -2.524
H -0.953 3.744 -2.996
H 3.699 -0.088 0.261
H -3.297 -2.806 -7.862
H 0.239 -1.466 2.396
H 2.791 1.623 -2.893
H -2.871 1.829 -3.127
*
```

HOMO energy (alpha / beta) = -19.237 / -18.992 eV
ΔE to the lowest compared entry with this formula, charge and spin = 11.09 kcal per mole
Gap between HOMO and LUMO (alpha / beta) = 0.10902 / 0.11800 hartree
DFT total energy = -88703.3202 eV
⟨S²⟩ = 0.9898


Molecular formula: C18H42BF5NO13S4
Method: DFT, the ωB97M-V functional and the def2-TZVPD basis

Geometry as ORCA input:
```
! RIJCOSX wB97M-V def2-TZVPD def2/J DEFGRID3
* xyz -1 1
S 5.370 0.121 0.549
S -6.198 3.409 1.492
S 8.458 -0.087 5.100
S -5.411 -0.313 -3.583
F -2.031 -1.294 -3.617
F -0.008 -3.787 -4.039
F 0.783 -2.781 -2.274
F -0.442 -1.655 -5.032
F -0.027 -0.539 -3.230
O 9.086 -0.590 3.915
O -6.490 4.918 1.076
O -5.394 -0.107 -5.163
O 4.786 0.485 1.808
O 7.937 -1.324 5.954
O 0.111 1.327 0.444
O 4.552 -1.059 -0.082
O -5.778 2.669 0.349
O 9.173 0.808 5.959
O -4.365 0.472 -3.014
O 5.648 1.124 -0.432
O -5.507 -1.710 -3.294
O -5.397 3.414 2.675
N -2.337 1.073 0.523
C -0.354 -2.932 -2.998
C -4.131 -0.343 -5.829
C -4.562 5.476 -0.367
C 6.852 -0.782 0.853
C 9.859 -1.961 7.365
C 8.886 -2.362 6.275
C -3.784 -1.813 -5.946
C -5.331 5.769 0.905
C 3.102 -0.911 -0.279
C -0.717 -1.570 -3.705
C 6.893 0.610 4.720
C -2.009 -1.806 -0.422
C 2.735 -0.019 -1.432
C -7.848 2.962 1.915
C -0.744 -0.955 -0.225
C -6.966 0.444 -3.267
C -1.704 -3.264 -0.762
C -1.460 -3.623 -2.231
B -0.981 0.445 0.254
H 7.077 1.539 4.186
H 8.272 -3.200 6.601
H 9.405 -2.666 5.364
H -8.161 3.539 2.780
H -1.170 -4.675 -2.266
H -3.773 6.218 -0.495
H -5.736 6.779 0.889
H -2.741 0.551 1.294
H -0.097 -1.518 0.463
H 7.197 -1.217 -0.081
H -2.389 -3.549 -2.793
H -6.900 1.500 -3.512
H -4.258 0.100 -6.815
H -4.692 5.681 1.785
H 10.471 -2.819 7.643
H 10.519 -1.160 7.036
H -2.603 -1.840 0.512
H -0.217 2.227 0.403
H 6.650 -1.553 1.591
H -8.493 3.149 1.061
H -2.679 -1.381 -1.172
H -4.101 4.490 -0.338
H -7.727 -0.055 -3.861
H 9.322 -1.607 8.245
H -7.828 1.900 2.149
H 6.331 -0.076 4.091
H 3.239 -0.329 -2.351
H -5.225 5.511 -1.232
H 6.368 0.810 5.649
H -7.161 0.310 -2.205
H -2.884 -1.928 -6.551
H -3.595 -2.256 -4.970
H 2.755 -1.925 -0.459
H -2.578 -3.861 -0.480
H 2.644 -0.567 0.647
H 7.589 -0.078 1.234
H 1.654 -0.066 -1.566
H -3.346 0.211 -5.312
H 3.009 1.019 -1.241
H -4.601 -2.364 -6.412
H -2.919 0.834 -0.274
H -0.880 -3.617 -0.144
*
```

HOMO energy = -1.943 eV
Gap between HOMO and LUMO = 0.14075 hartree
DFT total energy = -105060.2172 eV